one | Here is the molecule C5H5Br from the Open Molecules 2025 dataset. Energies are from ωB97M-V/def2-TZVPD.

Each atom is followed by the atoms it is bonded to, with distances in Å.
Cartesian coordinates (Å):
1 C -0.20525 2.58460 -0.11096  C2 1.196, H7 0.999
2 C 0.09023 1.44469 0.09608  C1 1.196, C3 1.518
3 C 0.42788 -0.03524 0.10125  C2 1.518, Br4 2.052, C5 1.455, C6 1.439
4 Br 2.44965 -0.36649 -0.00653  C3 2.052
5 C -0.25423 -1.15892 0.72387  C3 1.455, C6 1.467, H8 1.121, H9 1.076
6 C -0.30454 -0.95576 -0.72762  C3 1.439, C5 1.467, H10 1.137, H11 1.111
7 H -0.35373 3.55419 0.07668  C1 0.999
8 H -1.22932 -0.94639 1.23509  C5 1.121
9 H 0.32978 -1.97736 1.10677  C5 1.076
10 H 0.27464 -1.67958 -1.38537  C6 1.137
11 H -1.22511 -0.46373 -1.10927  C6 1.111

Computed properties:
- SMILES string: C#CC1(Br)CC1

These are the Löwdin partial charges, in e, on atoms 1 to 2: 0.13 -0.10

two | Here is the molecule C5H5Br from the Open Molecules 2025 dataset. Energies are from ωB97M-V/def2-TZVPD.

Each atom is followed by the atoms it is bonded to, with distances in Å.
Cartesian coordinates (Å):
1 Br 3.79268 1.04652 2.40751  C2 1.949
2 C 2.84000 1.11639 0.70903  Br1 1.949, C3 1.367, H7 1.099
3 C 1.67166 0.44508 0.47783  C2 1.367, C4 1.299
4 C 0.56509 -0.12440 0.10558  C3 1.299, C5 1.471, C6 1.637
5 C -0.84711 0.28463 0.15715  C4 1.471, C6 1.468, H8 1.071, H9 1.195
6 C -0.68389 -1.09518 -0.31629  C4 1.637, C5 1.468, H10 1.086, H11 1.113
7 H 3.02614 1.77682 -0.14916  C2 1.099
8 H -1.17581 0.55341 1.14042  C5 1.071
9 H -1.27799 1.11168 -0.58934  C5 1.195
10 H -1.00795 -1.94495 0.27794  C6 1.086
11 H -0.53715 -1.15253 -1.41808  C6 1.113

Computed properties:
- SMILES string: BrC=C=C1CC1

These are the Löwdin partial charges, in e, on atoms 1 to 2: 0.58 -0.58

Which is most stable, and by how much? one, by 82.1 kJ/mol.

one | Here is a cluster of 12 separate species, C18H60N10O12 in total from the Open Molecules 2025 dataset. Energies are from ωB97M-V/def2-TZVPD.

Each atom is followed by the atoms it is bonded to, with distances in Å.
Cartesian coordinates (Å):
1 N -3.15220 -1.39985 4.37219  C2 1.332, H5 1.066, H6 1.051
2 C -2.50053 -0.29370 4.01803  N1 1.332, N3 1.292, O4 1.339
3 N -1.96895 -0.37040 2.84249  C2 1.292, H7 1.063, H8 0.978
4 O -2.39454 0.73800 4.86571  C2 1.339
5 H -3.63739 -1.36736 5.32043  N1 1.066
6 H -3.05995 -2.35959 3.95390  N1 1.051
7 H -1.51116 0.49491 2.42847  N3 1.063
8 H -2.12533 -1.14446 2.26535  N3 0.978
9 N 4.04170 -0.32873 -0.59640  C10 1.302, H13 1.038, H14 1.043
10 C 4.13924 -1.35959 -1.38625  N9 1.302, N11 1.291, O12 1.390
11 N 3.64005 -1.13134 -2.55510  C10 1.291, H15 1.010, H16 1.031
12 O 4.56790 -2.60293 -0.93693  C10 1.390
13 H 4.29666 -0.37979 0.40805  N9 1.038
14 H 3.75790 0.61812 -0.93014  N9 1.043
15 H 3.68910 -1.89090 -3.21865  N11 1.010
16 H 3.32711 -0.16179 -2.71596  N11 1.031
17 N -0.74645 1.99002 2.31625  C18 1.312, H21 1.070, H22 1.057
18 C -1.71855 2.86313 2.43574  N17 1.312, N19 1.273, O20 1.379
19 N -2.48631 2.93696 1.42287  C18 1.273, H23 1.044, H24 1.011
20 O -1.95799 3.49905 3.63628  C18 1.379
21 H -0.18094 1.80020 3.20513  N17 1.070
22 H -0.43842 1.51243 1.42497  N17 1.057
23 H -3.34989 3.52099 1.47107  N19 1.044
24 H -2.59385 2.16185 0.78237  N19 1.011
25 N -0.54653 -0.37925 -4.77746  C26 1.289, H29 1.062, H30 1.039
26 C 0.32513 -1.20170 -4.30246  N25 1.289, N27 1.260, O28 1.354
27 N -0.15423 -1.64340 -3.22421  C26 1.260, H31 1.027, H32 0.996
28 O 1.47698 -1.66395 -4.84445  C26 1.354
29 H -0.32923 0.10145 -5.69948  N25 1.062
30 H -1.44226 -0.13335 -4.31112  N25 1.039
31 H 0.46405 -2.25328 -2.67626  N27 1.027
32 H -0.98778 -1.36917 -2.75239  N27 0.996
33 N 0.62821 -0.60011 3.64150  C34 1.317, H37 0.983, H38 1.081
34 C 1.09525 0.40114 4.35856  N33 1.317, N35 1.319, O36 1.401
35 N 0.21494 1.29534 4.76616  C34 1.319, H39 1.044, H40 1.011
36 O 2.48107 0.51291 4.53259  C34 1.401
37 H 1.26171 -1.31360 3.40500  N33 0.983
38 H -0.43824 -0.68730 3.48767  N33 1.081
39 H -0.82159 1.21272 4.86163  N35 1.044
40 H 0.66647 2.09865 5.18093  N35 1.011
41 C -1.65125 2.47512 -4.12801  C42 1.492, H45 1.065, H46 1.101, H47 1.080
42 C -0.80845 2.30248 -2.90890  C41 1.492, C43 1.523, O44 1.260, H48 1.084
43 C -1.44157 3.07047 -1.75607  C42 1.523, H49 1.080, H50 1.063, H51 1.117
44 O -0.50200 1.14994 -2.50303  C42 1.260, H52 0.941
45 H -2.09082 3.42864 -4.30643  C41 1.065
46 H -2.48049 1.75217 -4.09440  C41 1.101
47 H -1.01045 2.24323 -4.96573  C41 1.080
48 H 0.10134 2.78886 -3.24133  C42 1.084
49 H -0.91093 3.04567 -0.81520  C43 1.080
50 H -2.42334 2.72246 -1.54451  C43 1.063
51 H -1.50860 4.15656 -2.00930  C43 1.117
52 H -0.32310 0.61655 -3.25687  O44 0.941
53 C -2.08751 -2.62722 -0.96236  C54 1.501, H57 1.115, H58 1.051, H59 1.066
54 C -2.04085 -3.04142 0.48004  C53 1.501, C55 1.532, O56 1.258, H60 1.142
55 C -0.61037 -3.37656 0.91586  C54 1.532, H61 1.072, H62 1.140, H63 1.086
56 O -2.67921 -2.34257 1.30838  C54 1.258, H64 0.975
57 H -1.49240 -3.36777 -1.54586  C53 1.115
58 H -1.65082 -1.72069 -1.26482  C53 1.051
59 H -3.08700 -2.55186 -1.32541  C53 1.066
60 H -2.62404 -4.01893 0.57758  C54 1.142
61 H 0.01072 -2.58897 1.29482  C55 1.072
62 H -0.04472 -3.77627 0.00984  C55 1.140
63 H -0.59217 -4.08027 1.74325  C55 1.086
64 H -3.60631 -2.29422 1.00913  O56 0.975
65 C 1.80833 3.54743 -0.50227  C66 1.479, H69 1.138, H70 1.067, H71 1.080
66 C 1.87020 3.77301 0.95850  C65 1.479, C67 1.564, O68 1.232, H72 1.084
67 C 2.60932 2.55272 1.59970  C66 1.564, H73 1.053, H74 1.050, H75 1.108
68 O 2.43885 4.82623 1.24899  C66 1.232, H76 0.970
69 H 2.78730 3.73760 -1.05060  C65 1.138
70 H 1.03219 4.24721 -0.71866  C65 1.067
71 H 1.45756 2.55915 -0.76209  C65 1.080
72 H 0.87810 3.73232 1.39400  C66 1.084
73 H 2.67131 2.67846 2.64376  C67 1.053
74 H 3.57467 2.50824 1.18863  C67 1.050
75 H 1.93135 1.68326 1.48774  C67 1.108
76 H 1.92054 5.55603 0.87621  O68 0.970
77 C 0.82001 -0.23937 -0.02476  O78 1.429, H79 1.092, H80 1.046, H81 1.055
78 O -0.28660 0.65559 0.10588  C77 1.429, H82 0.946
79 H 1.29534 -0.49932 0.92380  C77 1.092
80 H 1.48304 0.19476 -0.70748  C77 1.046
81 H 0.55759 -1.10876 -0.56119  C77 1.055
82 H -0.64649 0.75048 -0.76390  O78 0.946
83 C 2.15003 -3.95968 -2.77073  O84 1.373, H85 1.070, H86 1.101, H87 1.105
84 O 1.69783 -3.12152 -1.78239  C83 1.373, H88 0.953
85 H 3.20731 -3.98706 -2.93510  C83 1.070
86 H 1.57254 -3.65123 -3.65629  C83 1.101
87 H 1.77257 -4.94229 -2.43550  C83 1.105
88 H 2.29913 -2.38431 -1.72038  O84 0.953
89 C 2.53700 -3.17790 1.44188  O90 1.389, H91 1.126, H92 1.032, H93 1.069
90 O 2.49204 -2.46246 2.63114  C89 1.389, H94 1.003
91 H 2.42824 -2.38442 0.64990  C89 1.126
92 H 1.73136 -3.81856 1.36797  C89 1.032
93 H 3.44444 -3.73527 1.34801  C89 1.069
94 H 3.35238 -1.94875 2.58854  O90 1.003
95 C -3.62334 0.19460 -0.76754  O96 1.366, H97 1.111, H98 1.131, H99 1.109
96 O -4.23486 1.40667 -0.61622  C95 1.366, H100 0.949
97 H -4.32515 -0.49649 -1.28133  C95 1.111
98 H -3.27343 -0.22124 0.22394  C95 1.131
99 H -2.70440 0.31550 -1.37644  C95 1.109
100 H -4.70311 1.53167 -1.43246  O96 0.949

Computed properties:
- SMILES string: NC(N)=O.NC(N)=O.NC(N)=O.NC(N)=O.NC(N)=O.CC(C)O.CC(C)O.CC(C)O.CO.CO.CO.CO

These are the Löwdin partial charges, in e, on atoms 1 to 2: 0.14 -0.61

two | Here is a cluster of 12 separate species, C18H60N10O12 in total from the Open Molecules 2025 dataset. Energies are from ωB97M-V/def2-TZVPD.

Each atom is followed by the atoms it is bonded to, with distances in Å.
Cartesian coordinates (Å):
1 N -0.72518 -3.59338 -4.27677  C2 1.287, H5 1.029, H6 1.057
2 C -0.07570 -3.61390 -3.16548  N1 1.287, N3 1.287, O4 1.390
3 N -0.81616 -3.70849 -2.11686  C2 1.287, H7 1.032, H8 1.019
4 O 1.31169 -3.55547 -3.23019  C2 1.390
5 H -0.12475 -3.68819 -5.10722  N1 1.029
6 H -1.77891 -3.65541 -4.33648  N1 1.057
7 H -0.35301 -3.60739 -1.20073  N3 1.032
8 H -1.82111 -3.86432 -2.17666  N3 1.019
9 N 0.86377 -3.07509 1.85198  C10 1.334, H13 1.022, H14 1.007
10 C -0.34492 -3.36581 1.36756  N9 1.334, N11 1.302, O12 1.417
11 N -0.34981 -4.37815 0.54836  C10 1.302, H15 1.031, H16 1.041
12 O -1.48741 -2.64834 1.80245  C10 1.417
13 H 0.90194 -2.30849 2.52663  N9 1.022
14 H 1.73712 -3.30005 1.40349  N9 1.007
15 H -1.30414 -4.54990 0.19704  N11 1.031
16 H 0.39103 -4.94933 0.09114  N11 1.041
17 N -0.34578 -1.12032 5.37304  C18 1.302, H21 1.048, H22 1.046
18 C -0.12222 -0.73862 4.14844  N17 1.302, N19 1.250, O20 1.394
19 N 0.99420 -1.13396 3.74862  C18 1.250, H23 1.003, H24 1.057
20 O -1.01734 -0.01153 3.36463  C18 1.394
21 H -1.24926 -0.81672 5.80935  N17 1.048
22 H 0.39500 -1.55567 5.96910  N17 1.046
23 H 1.37167 -0.52053 3.05014  N19 1.003
24 H 1.70799 -1.55726 4.40321  N19 1.057
25 N -0.76780 3.64734 2.22806  C26 1.315, H29 1.022, H30 1.029
26 C 0.34099 3.27797 2.83159  N25 1.315, N27 1.320, O28 1.413
27 N 1.38451 3.90407 2.32045  C26 1.320, H31 1.000, H32 1.014
28 O 0.48234 2.27393 3.81611  C26 1.413
29 H -1.69936 3.37701 2.55067  N25 1.022
30 H -0.76575 4.51981 1.68174  N25 1.029
31 H 2.31444 3.74654 2.65339  N27 1.000
32 H 1.28020 4.60622 1.59606  N27 1.014
33 N -3.89002 -1.75795 1.05888  C34 1.316, H37 1.050, H38 1.059
34 C -4.32647 -0.61647 1.54585  N33 1.316, N35 1.323, O36 1.385
35 N -3.67796 -0.09686 2.57522  C34 1.323, H39 1.037, H40 1.059
36 O -5.49041 -0.06636 1.03429  C34 1.385
37 H -4.37692 -2.13657 0.20913  N33 1.050
38 H -2.92157 -2.12587 1.27875  N33 1.059
39 H -3.79630 0.93112 2.64119  N35 1.037
40 H -2.69490 -0.45095 2.74609  N35 1.059
41 C -3.66498 2.95213 0.58901  C42 1.493, H44 1.112, H45 1.053, H46 1.087
42 C -4.55205 2.99828 1.78946  C41 1.493, O43 1.413, H47 1.130, H48 1.115
43 O -3.66564 2.75001 2.86113  C42 1.413, H49 0.948
44 H -3.11755 1.98485 0.60298  C41 1.112
45 H -2.99377 3.76216 0.64262  C41 1.053
46 H -4.34177 3.12691 -0.24294  C41 1.087
47 H -5.34818 2.20179 1.69337  C42 1.130
48 H -5.11782 3.95884 1.82631  C42 1.115
49 H -4.12557 2.69363 3.68862  O43 0.948
50 C -2.58832 0.74282 -2.30782  C51 1.547, H53 1.083, H54 1.087, H55 1.111
51 C -2.50762 -0.77887 -2.57614  C50 1.547, O52 1.387, H56 1.127, H57 1.111
52 O -1.70899 -0.94874 -3.69743  C51 1.387, H58 0.987
53 H -3.19708 0.95184 -1.43628  C50 1.083
54 H -3.13247 1.21920 -3.11895  C50 1.087
55 H -1.60864 1.26032 -2.21982  C50 1.111
56 H -3.47369 -1.33716 -2.73637  C51 1.127
57 H -1.95120 -1.29926 -1.76766  C51 1.111
58 H -1.42214 -1.89293 -3.73005  O52 0.987
59 C 3.88416 -1.14480 2.05425  C60 1.592, H62 1.074, H63 1.088, H64 1.121
60 C 3.75918 0.28136 1.35832  C59 1.592, O61 1.392, H65 1.087, H66 1.090
61 O 2.51449 0.60574 1.89156  C60 1.392, H67 0.965
62 H 4.82564 -1.56060 1.74893  C59 1.074
63 H 3.01301 -1.64295 1.63262  C59 1.088
64 H 3.82449 -1.17970 3.17267  C59 1.121
65 H 3.66680 0.30689 0.27576  C60 1.087
66 H 4.55662 0.94178 1.70025  C60 1.090
67 H 2.26265 1.52874 1.76395  O61 0.965
68 C 0.31147 4.27956 -3.56507  C69 1.507, H71 1.122, H72 1.110, H73 1.070
69 C 0.55401 3.17596 -2.56735  C68 1.507, O70 1.411, H74 1.099, H75 1.088
70 O -0.13601 3.46012 -1.36948  C69 1.411, H76 0.958
71 H -0.79663 4.39973 -3.69676  C68 1.122
72 H 0.87121 4.08869 -4.50404  C68 1.110
73 H 0.68071 5.24470 -3.28751  C68 1.070
74 H 1.59124 2.91437 -2.31426  C69 1.099
75 H 0.17213 2.27429 -3.04245  C69 1.088
76 H -0.12628 2.65917 -0.84354  O70 0.958
77 C 4.06152 0.56576 -2.29195  C78 1.483, H80 1.062, H81 1.109, H82 1.100
78 C 3.35066 0.74581 -3.58109  C77 1.483, O79 1.439, H83 1.054, H84 1.120
79 O 3.41825 2.15527 -3.86324  C78 1.439, H85 0.930
80 H 5.06929 0.76964 -2.55619  C77 1.062
81 H 4.13893 -0.44582 -1.84409  C77 1.109
82 H 3.73244 1.26682 -1.51071  C77 1.100
83 H 2.36566 0.39492 -3.45180  C78 1.054
84 H 3.83387 0.18759 -4.42263  C78 1.120
85 H 2.72651 2.36581 -4.44843  O79 0.930
86 C 0.59842 -0.41984 -1.04325  C87 1.571, H89 1.070, H90 1.092, H91 1.055
87 C -0.22067 0.08033 0.20056  C86 1.571, O88 1.387, H92 1.111, H93 1.133
88 O 0.08330 1.41065 0.44755  C87 1.387, H94 0.959
89 H 0.44400 -1.46072 -1.23585  C86 1.070
90 H 1.67340 -0.25009 -0.94977  C86 1.092
91 H 0.28164 0.00538 -1.95561  C86 1.055
92 H 0.07718 -0.50925 1.09446  C87 1.111
93 H -1.33917 -0.02504 0.05450  C87 1.133
94 H -0.41102 1.74486 1.19775  O88 0.959
95 C 3.33106 -3.22580 -0.75475  O96 1.469, H97 1.081, H98 1.090, H99 1.095
96 O 3.12146 -3.87708 0.54496  C95 1.469, H100 0.976
97 H 2.70554 -2.38156 -1.01064  C95 1.081
98 H 3.04685 -4.06629 -1.38744  C95 1.090
99 H 4.38291 -2.93595 -0.84495  C95 1.095
100 H 3.46280 -4.79092 0.53242  O96 0.976

Computed properties:
- SMILES string: NC(N)=O.NC(N)=O.NC(N)=O.NC(N)=O.NC(N)=O.CCO.CCO.CCO.CCO.CCO.CCO.CO

These are the Löwdin partial charges, in e, on atoms 1 to 2: 0.13 -0.65

Which is most stable, and by how much? two, by 294.0 kJ/mol.

one | Here is the molecule CH7N2O2P from the Open Molecules 2025 dataset. Energies are from ωB97M-V/def2-TZVPD.

Each atom is followed by the atoms it is bonded to, with distances in Å.
Cartesian coordinates (Å):
1 C -1.65333 -1.21192 0.85364  P2 2.215, H7 1.079, H8 1.075, H9 1.080
2 P 0.04433 -0.26399 -0.20682  C1 2.215, O3 1.642, O4 1.582, N5 1.856
3 O -0.74254 1.16833 -0.37085  P2 1.642, H10 0.954
4 O -0.38814 -1.00409 -1.53635  P2 1.582, H11 0.960
5 N 1.69880 0.24030 -0.88012  P2 1.856, N6 1.285
6 N 2.53367 1.05716 -0.34513  N5 1.285, H12 1.017, H13 1.020
7 H -2.42050 -0.45319 0.86301  C1 1.079
8 H -1.90306 -2.06933 0.25577  C1 1.075
9 H -1.33237 -1.47706 1.84996  C1 1.080
10 H -0.75198 1.67584 0.43674  O3 0.954
11 H 0.29219 -0.84224 -2.19475  O4 0.960
12 H 3.49019 0.75302 -0.18067  N6 1.017
13 H 2.34414 2.05704 -0.27568  N6 1.020

Computed properties:
- SMILES string: CP(O)(O)=NN

These are the Löwdin partial charges, in e, on atoms 1 to 2: -0.12 0.72

two | Here is a cluster of 2 separate species, CH7N2O2P in total from the Open Molecules 2025 dataset. Energies are from ωB97M-V/def2-TZVPD.

Each atom is followed by the atoms it is bonded to, with distances in Å.
Cartesian coordinates (Å):
1 C -2.05993 -0.87459 0.17683  H7 1.073, H8 1.077, H9 1.075
2 N 2.35178 -1.02486 -0.10439  O5 1.427, H10 1.023, H11 1.024
3 N 0.04522 1.80230 -0.64492  P6 1.675, H12 1.011, H13 1.010
4 O 0.71144 0.51398 1.53978  P6 1.464
5 O 1.19807 -0.50681 -0.76501  N2 1.427, P6 1.635
6 P 0.18227 0.35309 0.18429  N3 1.675, O4 1.464, O5 1.635
7 H -2.59525 -0.35533 0.94846  C1 1.073
8 H -2.43661 -0.74075 -0.82352  C1 1.077
9 H -1.76056 -1.87856 0.41645  C1 1.075
10 H 2.08262 -1.22511 0.86252  N2 1.023
11 H 3.03490 -0.26395 -0.05972  N2 1.024
12 H -0.49475 2.48217 -0.12616  N3 1.011
13 H -0.25920 1.71842 -1.60462  N3 1.010

These are the Löwdin partial charges, in e, on atoms 1 to 2: -0.01 0.00

Which is most stable, and by how much? two, by 63.3 kJ/mol.